No. 1
Here is C15H23CdN4O7S as an isolated structure from the OMol25 dataset. Energies are from the ωB97M-V functional and the def2-TZVPD basis.

Summary:
HOMO-LUMO gap = 6.26 eV
Relative energy (zero: lowest compared OMol25 entry of this formula, charge and spin) = 18.7 kcal per mole
Lowest unoccupied orbital energy = 1.5825 eV
Total charge = -1

Positions of all 51 atoms, in Å:
Cd  0.71  -0.20  -0.17
C  1.97  0.49  -3.26
C  3.02  0.80  -2.20
N  3.03  -0.09  -0.95
C  3.93  -1.25  -1.05
C  3.26  -2.41  -1.82
S  1.43  -2.69  -1.56
C  0.71  -2.20  -3.16
C  -0.07  -0.89  -3.26
N  0.63  0.25  -2.67
H  2.32  -0.40  -3.79
H  1.94  1.26  -4.05
H  2.79  1.85  -1.96
H  4.00  0.74  -2.75
H  3.33  0.49  -0.15
H  4.18  -1.62  -0.03
H  4.87  -0.92  -1.52
H  3.69  -3.39  -1.52
H  3.44  -2.32  -2.91
H  0.06  -3.02  -3.44
H  1.52  -2.23  -3.90
H  -1.02  -0.94  -2.68
H  -0.37  -0.67  -4.32
H  0.03  1.07  -2.78
N  -0.02  -1.32  1.90
C  0.88  -1.01  3.00
C  1.81  0.15  2.72
O  2.60  0.36  3.65
O  1.72  0.83  1.63
H  -0.91  -0.79  1.96
H  -0.26  -2.29  1.72
H  1.44  -1.87  3.42
H  0.26  -0.74  3.86
O  -5.97  2.83  3.94
C  -6.03  1.84  3.19
O  -6.97  1.13  2.85
C  -4.62  1.57  2.66
C  -3.56  2.32  3.22
C  -2.31  2.12  2.74
N  -1.96  1.25  1.79
C  -2.96  0.59  1.18
C  -4.33  0.68  1.63
C  -2.71  -0.30  -0.01
O  -3.74  -0.82  -0.51
O  -1.50  -0.50  -0.45
H  -3.75  3.07  3.96
H  -1.51  2.66  3.25
H  -5.07  -0.02  1.23
O  0.11  2.29  0.06
H  -0.76  2.12  0.51
H  0.70  2.13  0.82

No. 2
Here is C15H23ClMoN2S as an isolated structure from the OMol25 dataset. Energies are from the ωB97M-V functional and the def2-TZVPD basis.

Summary:
Multiplicity = 3
HOMO-LUMO gap (alpha / beta) = 4.40 / 5.81 eV
Expectation value of S² = 2.03
Lowest unoccupied orbital energy (alpha / beta) = -8.0910 / -8.0918 eV
Total charge = +2

Positions of all 43 atoms, in Å:
C  0.57  -0.53  -5.15
C  -0.30  0.64  -5.39
C  2.02  -0.33  -4.95
C  0.02  -1.89  -5.18
Cl  -1.01  -0.12  -0.85
H  2.55  -0.36  -5.91
H  2.42  -1.12  -4.27
H  2.20  0.64  -4.44
H  -0.40  0.86  -6.45
H  0.12  1.52  -4.86
H  -1.31  0.45  -4.97
H  0.02  -2.29  -6.20
H  -1.02  -1.90  -4.79
H  0.61  -2.56  -4.52
C  0.19  2.44  2.34
C  1.33  1.65  1.84
C  1.30  1.78  0.37
H  2.21  1.38  2.40
C  0.10  2.45  0.04
C  -0.57  2.86  1.21
H  -1.51  3.39  1.18
H  0.16  2.87  3.33
H  2.09  1.67  -0.38
H  -0.17  2.66  -0.98
C  -0.79  -2.34  1.99
C  0.08  -1.76  2.94
C  1.29  -1.37  2.25
H  -0.03  -1.87  4.00
C  1.12  -1.69  0.86
C  -0.20  -2.23  0.71
H  -0.60  -2.60  -0.22
H  -1.67  -2.98  2.17
H  2.25  -1.04  2.64
H  1.82  -1.65  0.05
Mo  -0.11  0.06  1.24
N  -2.87  0.01  5.21
C  -1.93  0.40  4.31
N  -0.73  0.76  4.78
S  -2.25  0.30  2.60
H  -2.64  0.13  6.20
H  -3.85  -0.10  4.95
H  -0.01  1.07  4.11
H  -0.49  0.75  5.77

No. 3
Here is an isolated molecule of C15H23F9N4O3S from the OMol25 dataset. Energies are from the ωB97M-V functional and the def2-TZVPD basis.

Summary:
SMILES = CCOCCOCCOCc1nnc(CCCCC(F)(F)C(F)(F)S(F)(F)(F)(F)F)nn1
HOMO-LUMO gap = 8.59 eV
Lowest unoccupied orbital energy = -1.0987 eV
Total charge = 0

Positions of all 55 atoms, in Å:
C  8.15  -2.99  1.62
C  8.95  -1.86  0.79
O  8.32  -0.57  0.79
C  7.72  -0.24  -0.47
C  6.12  -0.30  -0.49
O  5.54  1.03  -0.63
C  4.52  0.98  -1.65
C  3.46  2.17  -1.58
O  3.17  2.65  -0.26
C  2.46  1.69  0.53
C  0.86  1.92  0.48
N  0.21  1.70  1.67
N  -1.09  1.84  1.62
C  -1.57  2.24  0.39
C  -3.17  2.44  0.34
C  -3.86  1.17  1.04
C  -5.46  1.37  1.11
C  -6.30  0.03  0.96
C  -6.93  -0.17  -0.50
F  -5.94  -0.24  -1.49
F  -7.61  1.06  -0.75
C  -8.05  -1.29  -0.58
F  -8.91  -0.93  -1.64
F  -8.86  -1.26  0.57
S  -7.49  -3.04  -0.91
F  -5.99  -2.81  -0.25
F  -8.07  -3.52  0.60
F  -9.03  -3.38  -1.49
F  -7.00  -2.72  -2.45
F  -7.07  -4.62  -1.16
N  -0.92  2.51  -0.79
N  0.38  2.31  -0.75
H  7.80  -3.86  0.96
H  8.89  -3.46  2.36
H  7.32  -2.56  2.26
H  9.21  -2.27  -0.23
H  9.95  -1.73  1.34
H  7.99  0.86  -0.67
H  8.11  -0.82  -1.36
H  5.73  -0.84  0.44
H  5.84  -0.98  -1.37
H  5.03  0.85  -2.65
H  3.93  0.01  -1.47
H  3.92  3.05  -2.15
H  2.53  1.89  -2.18
H  2.61  0.61  0.23
H  2.82  1.78  1.61
H  -3.52  2.42  -0.75
H  -3.47  3.42  0.81
H  -3.52  1.04  2.12
H  -3.61  0.21  0.46
H  -5.68  1.78  2.16
H  -5.73  2.20  0.39
H  -7.11  0.04  1.77
H  -5.60  -0.83  1.25

no.,F_max (eV/Å)
1,2.5
2,2.0
3,4.5